This record from the OMol25 dataset describes a 3-piece molecular cluster, C22H43ClN4O4 overall. The level of theory is the ωB97M-V functional and the def2-TZVPD basis.

```
74
Properties=species:S:1:pos:R:3:forces:R:3:mulliken_charge:R:1
C 4.3632 0.9684 -1.2206 0.141 -0.051 -0.057 -1.166
C 3.1892 1.3913 -2.0464 0.152 -0.130 -0.172 0.928
N 2.5675 2.4528 -1.7850 -0.188 0.238 0.140 -0.741
C 2.8353 0.4592 -3.1997 -0.134 0.155 0.473 -0.682
N 1.4035 0.5055 -3.5491 -0.029 -0.422 -0.896 -0.078
C 0.7450 -0.7129 -3.5124 0.147 0.111 0.452 0.433
O 0.2330 -1.2966 -4.4175 -0.077 0.123 0.105 -0.558
O 0.7523 -1.3095 -2.2508 -0.193 -0.113 -0.222 -0.189
Cl 0.4318 -0.2546 -0.9762 0.186 -0.085 0.127 0.012
H 4.0698 0.1332 -0.5771 -0.005 0.026 0.003 0.136
H 5.1826 0.6080 -1.8477 0.008 0.029 0.003 0.347
H 4.7089 1.7941 -0.6048 -0.022 -0.018 0.024 0.373
H 1.7595 2.5687 -2.4000 -0.014 0.002 0.003 0.250
H 3.1425 -0.5572 -2.9482 -0.101 -0.033 -0.003 0.302
H 3.4151 0.7507 -4.0780 0.054 0.011 0.048 0.395
H 1.2516 0.8723 -4.4803 0.063 0.135 0.061 0.245
C 1.0931 -2.7152 3.9655 0.029 -0.050 0.042 -1.779
C 2.2242 -2.6950 2.9346 -0.077 0.055 0.199 1.805
C 1.6804 -2.8562 1.5107 -0.036 -0.053 -0.120 -1.002
C 1.1982 -4.2710 1.1979 0.022 -0.001 0.061 -0.648
C 2.2878 -5.3010 1.4871 -0.020 0.008 -0.076 -1.280
C 2.8398 -5.2147 2.9154 -0.030 -0.055 0.195 1.665
N 3.2296 -3.7854 3.1744 -0.211 -0.044 -0.473 0.552
O 4.4015 -3.4949 2.7616 0.255 0.060 0.154 -0.627
C 1.8187 -5.7303 3.9347 -0.001 0.033 0.041 -1.748
C 4.0954 -6.0694 3.0520 0.003 -0.036 -0.064 -1.857
C 2.9406 -1.3563 3.0758 -0.026 0.042 -0.067 -1.822
H 0.4081 -3.5487 3.8551 -0.013 0.007 -0.020 0.296
H 1.4991 -2.7331 4.9779 -0.009 -0.003 0.000 0.375
H 0.5086 -1.8018 3.8496 0.016 0.013 0.014 0.449
H 2.4731 -2.5871 0.8052 0.038 -0.010 0.041 0.288
H 0.8697 -2.1385 1.3654 0.011 0.011 -0.009 0.254
H 0.2914 -4.4996 1.7646 0.011 -0.001 0.025 0.342
H 0.9186 -4.3286 0.1443 -0.030 -0.002 0.003 0.374
H 1.9140 -6.3159 1.3255 -0.003 0.009 -0.027 0.384
H 3.1167 -5.1489 0.7891 0.025 0.022 0.037 0.385
H 2.0824 -5.4116 4.9437 -0.001 -0.007 0.000 0.347
H 1.8293 -6.8203 3.9104 0.007 0.002 0.009 0.485
H 0.7989 -5.4197 3.7285 -0.004 -0.003 -0.009 0.279
H 4.8436 -5.8078 2.3102 0.014 0.026 0.004 0.383
H 3.8162 -7.1161 2.9194 0.009 0.014 0.002 0.430
H 4.5384 -5.9495 4.0413 -0.009 -0.002 0.006 0.446
H 3.4066 -1.2676 4.0575 -0.004 -0.003 0.003 0.468
H 2.2037 -0.5583 2.9660 0.013 -0.003 0.006 0.385
H 3.7107 -1.2285 2.3209 0.027 -0.022 0.002 0.351
C -4.2200 4.2560 0.6208 0.033 -0.056 0.009 -1.644
C -3.6159 4.8267 -0.6640 0.033 -0.050 0.195 1.558
C -4.7079 5.1933 -1.6778 -0.036 0.007 -0.066 -1.256
C -5.3685 3.9784 -2.3259 0.031 -0.014 0.043 -0.496
C -4.3275 3.0561 -2.9565 -0.039 0.049 -0.049 -1.317
C -3.2305 2.6237 -1.9763 0.022 -0.176 0.169 1.968
N -2.6747 3.8589 -1.3245 -0.408 0.130 -0.323 0.547
O -1.7578 4.4255 -2.0072 0.304 0.021 0.047 -0.635
C -3.7714 1.6206 -0.9510 0.024 0.015 0.047 -1.892
C -2.0882 1.9416 -2.7178 0.025 -0.036 -0.185 -2.067
C -2.8159 6.0660 -0.2783 -0.052 0.063 -0.021 -1.847
H -4.9425 3.4640 0.4567 -0.019 0.013 -0.006 0.280
H -3.4347 3.8773 1.2765 -0.007 -0.003 0.001 0.363
H -4.7389 5.0611 1.1421 0.022 0.007 0.010 0.458
H -4.2567 5.8131 -2.4584 0.047 -0.024 0.009 0.368
H -5.4526 5.8108 -1.1686 -0.010 0.008 -0.027 0.389
H -5.9716 3.4347 -1.5936 0.020 -0.009 0.014 0.299
H -6.0626 4.3166 -3.0974 -0.026 -0.011 0.011 0.391
H -4.7999 2.1561 -3.3593 -0.016 0.017 -0.017 0.359
H -3.8541 3.5741 -3.7960 0.042 0.008 0.029 0.411
H -3.0949 1.5328 -0.0999 0.000 -0.005 -0.003 0.345
H -3.8408 0.6435 -1.4297 0.011 -0.003 0.004 0.494
H -4.7630 1.8633 -0.5811 -0.006 0.001 -0.008 0.325
H -1.6950 2.5623 -3.5184 0.002 0.053 0.027 0.438
H -2.4542 1.0087 -3.1524 -0.025 0.012 0.033 0.561
H -1.2726 1.7062 -2.0358 0.006 0.024 0.008 0.363
H -1.9821 5.8014 0.3723 -0.003 -0.009 0.002 0.447
H -3.4762 6.7479 0.2609 0.016 -0.006 -0.006 0.420
H -2.4183 6.5768 -1.1499 0.021 -0.012 -0.014 0.382
```
Positions in Å, forces in eV/Å.

The calculation puts the highest occupied orbital energy (spin up / spin down) at -0.293 / -0.339 hartree. Its spin multiplicity is 3. As for the charge: 0. Its total energy is -50179.7012 eV. As for the max |F|: 0.99 eV Å⁻¹. For the HOMO-LUMO gap (spin up / spin down), the calculation gives 7.63 / 8.89 eV. The calculation puts the LUMO energy (spin up / spin down) at -0.0127 / -0.0128 Ha.